52
Properties=species:S:1:pos:R:3:mulliken_charge:R:1 method="wB97M-V/def2-TZVPD" e_above_lowest_kj_mol=109.21 lumo_energy_ha=0.020 smiles="CCCN(CCC)CCCNS(=O)(=O)c1ccc2c(c1)oc(=O)n2C" total_energy_ha=-1527.4134 spin_multiplicity=1
H 0.74644 1.52808 3.61803 0.3524
H -1.65541 0.80017 0.54972 0.1569
H 2.53378 2.95260 -1.83460 0.4453
C -0.74427 -2.56186 -1.88508 -0.8889
H -0.55691 -3.56198 -1.52983 0.5030
N -3.17646 -2.39908 -1.21491 0.1486
H -1.41789 1.06089 -3.23826 0.5112
H 0.04874 1.41764 -0.95774 -0.7838
H -1.76761 -1.70278 1.02570 0.1375
C -2.22683 -0.66178 -2.21225 0.8604
H -3.19092 -0.80852 1.57856 0.3893
O 0.70924 1.37593 -4.61423 -0.6912
H 2.41460 2.43274 0.66446 0.5438
O -5.24663 -1.42238 -0.95478 -0.6052
H 2.53835 1.01702 5.32776 0.3370
C -3.46574 -3.68219 -0.63721 -1.0674
H 0.38057 3.09004 -0.49971 0.2698
H -2.83992 -3.85868 0.23912 0.3263
H 3.12186 0.91723 -2.65211 0.3304
H 4.17723 0.63733 4.79553 0.3801
C -1.36787 0.35808 1.50456 -0.0014
C -2.12215 -0.94709 1.72406 -1.3110
H 1.76106 2.74366 2.84176 0.4274
O -3.51927 -0.32518 -1.94319 -0.4800
H -1.95905 -1.31773 2.73400 0.4619
C 1.69745 1.64997 0.40673 -1.1323
H 1.07133 2.77110 -2.82263 0.4153
C 2.75411 0.85961 3.18411 0.0964
H -3.29846 -4.47443 -1.36852 0.3559
C 1.67526 2.30841 -2.03539 -1.1659
C -1.24940 0.07366 -2.84362 -0.8281
H -1.62605 1.07223 2.28711 0.3281
C -1.98704 -1.96724 -1.74949 0.4434
S 1.29998 0.34964 -3.80395 1.3513
O 2.19180 -0.59522 -4.40822 -0.7513
H 3.52555 1.04711 2.43466 0.2410
C 1.50016 1.68073 2.84096 -1.1368
C -0.01315 -0.54056 -2.97687 0.0011
H 1.23219 -2.22125 -2.66516 0.5065
H -4.51313 -3.67442 -0.33896 0.3565
N 2.13000 1.01622 -2.51843 -0.1801
C 0.24576 -1.81638 -2.50894 -0.6834
H 2.26327 0.76208 0.07902 0.3005
C 0.84175 2.13880 -0.76534 0.8848
C 3.28729 1.21834 4.56479 -1.4031
H 3.54515 2.27417 4.61075 0.3394
H 0.43703 -0.45088 0.64130 0.0770
C 0.14805 0.12765 1.52722 -0.9733
C -4.11115 -1.38762 -1.32826 0.4540
N 0.87723 1.38322 1.56896 0.5285
H 2.51362 -0.20536 3.15200 0.2884
H 0.38646 -0.48177 2.40683 0.5339

53
Properties=species:S:1:pos:R:3:mulliken_charge:R:1 method="wB97M-V/def2-TZVPD" e_above_lowest_kj_mol=1787.68 lumo_energy_ha=0.008 total_energy_ha=-1924.9483 spin_multiplicity=1
C 0.91934 -2.92678 -1.50214 -0.8350
C 2.17177 0.96587 -3.02613 0.3065
C -1.57881 0.59176 -0.77700 -1.0004
S 2.30112 -2.50872 -0.65999 -0.2326
S -3.18415 1.58500 -0.79291 0.9917
H -1.53682 0.13331 1.88191 0.0789
C -0.32955 -2.06218 -1.44853 0.8132
C -3.27728 -1.02771 -1.48402 -0.9220
H -1.64042 -1.39792 3.19551 0.5240
C -1.00375 -0.66990 2.75812 -1.1303
H 3.57031 2.37854 1.36653 0.5685
H -5.00946 -0.38659 -0.70928 0.3280
N 1.76252 0.34338 -0.28479 0.3864
O -3.62243 1.64686 0.79816 -0.5988
C 0.78692 -2.71830 2.75741 -1.4391
H 2.60405 -1.20119 -3.00746 0.2902
C 2.59066 4.09741 2.25439 -1.1256
H 1.87712 2.78804 -2.16313 0.3972
C 1.78021 1.78508 -1.71857 -0.2093
C -0.16783 -1.53018 2.00367 1.1134
H 1.94760 4.97237 1.77943 0.2318
H 0.69595 3.39872 0.19678 0.3675
H -3.74835 -2.06349 -1.16756 0.2038
N 2.36038 -0.40637 -2.38701 -0.0939
H 2.05929 3.65635 2.95079 0.4462
H -2.61713 -1.23355 -2.40501 0.4162
H -0.49148 -0.20968 3.63944 0.3275
H 3.35972 3.56986 0.19271 0.4550
H 1.55916 -2.91887 2.15637 0.5413
O -3.22561 2.50185 -1.90545 -0.6237
H 3.67205 4.56109 2.42830 0.3066
N -1.05289 -1.91213 -0.39025 0.6518
O -0.41999 -1.57290 -2.55444 -0.6059
H -4.72614 0.19581 -2.38989 0.4184
H 0.80936 -4.03894 -1.10376 0.4257
H -1.79657 -2.74847 1.32954 0.2325
H -0.26345 -3.41394 0.56092 0.5874
O 2.31820 1.15726 -4.17816 -0.5691
C 1.48601 2.34715 0.36233 -1.0231
H 0.05387 -3.28208 3.38421 0.4125
H 1.22412 -3.18818 -2.69281 0.3579
H -1.16725 0.58388 -1.76420 0.6359
H -2.67058 -0.80731 0.38616 0.5979
H 1.32913 -1.97968 3.57890 0.2832
H 0.98085 2.10308 1.22926 0.5321
C 1.67802 1.46041 -0.53238 -0.4737
C -4.20468 0.00227 -1.45403 -0.6794
C -0.68782 -2.39214 0.74780 -1.4745
H 0.64456 -0.84764 1.26362 -0.3452
H -1.01840 0.84605 -0.03185 0.5122
C 2.07716 -0.43349 -1.05945 0.0444
C -2.11322 -0.88981 -0.64814 -0.6000
C 2.93465 3.09675 1.03603 -0.8039

47
Properties=species:S:1:pos:R:3:mulliken_charge:R:1 method="wB97M-V/def2-TZVPD" e_above_lowest_kj_mol=129.64 lumo_energy_ha=0.034 smiles=Cc1cccc(OCCCCCN2CCOCC2)c1C total_energy_ha=-869.1901 spin_multiplicity=1
H 3.43638 2.57354 -0.45631 0.3259
H 4.97579 -0.57332 -0.12171 0.3889
C -2.71224 -0.60031 -0.39632 0.8947
H 0.67111 1.87930 -1.50813 0.2139
C 3.77930 -0.98022 1.63190 -0.6441
H 1.70828 -1.46889 -1.48604 0.3973
H -0.72501 -0.97940 -1.06525 -0.1761
H 2.99495 2.83233 -2.14185 0.4131
C 2.29879 -2.27962 0.41779 -0.5687
C -4.95930 -0.20760 0.37151 -0.9810
C 3.08392 0.77382 -1.60885 -1.1045
C -4.51651 -2.19825 -1.08094 -1.4292
H -2.90110 2.18788 1.54464 0.3981
H 4.65719 -1.06895 2.27437 0.3667
H -5.24704 1.51092 1.60902 0.3882
C 2.59718 -1.48302 -0.85235 -0.7869
H -5.99863 -0.49996 0.40417 0.3260
H 3.42047 -1.97328 -1.40318 0.3318
H 2.96376 -0.49746 2.19241 0.2843
H 4.09954 0.70851 -2.03834 0.3648
H -1.68828 -2.43837 -0.79737 0.3497
H -5.58590 -2.34113 -0.94930 0.3836
H 4.33697 0.87703 0.69878 0.3121
H -4.30619 -2.11403 -2.14656 0.3090
C -2.29198 0.55005 0.28963 0.5416
N 2.93498 -0.12293 -0.47640 0.8329
C 1.04470 2.02704 0.59571 -0.2122
H 1.06863 3.51000 -0.96190 0.4002
H -0.62127 1.84710 1.96906 0.5097
C -1.71423 -1.41362 -1.16675 -1.1175
H -1.98060 -1.44606 -2.22301 0.3342
C -4.53933 0.91954 1.04686 -0.8235
C 2.77729 2.23176 -1.25578 -0.8365
H 2.08286 -3.32263 0.18028 0.3853
H -4.00039 -3.08379 -0.71151 0.3159
C 1.32059 2.45263 -0.84528 -0.5694
H 1.43073 -1.83097 0.92400 0.2782
O 3.40728 -2.29337 1.28727 -0.4280
C -0.45090 1.96613 0.88928 -1.0358
O -0.96536 0.85252 0.19262 -0.0978
H 1.46541 1.03378 0.74797 -0.1888
C -3.20990 1.30326 1.01049 -0.8688
C 4.09688 -0.14224 0.39283 -0.7019
C -4.05238 -0.97355 -0.35191 1.1301
H -0.94514 2.89013 0.55576 0.4786
H 1.51700 2.72422 1.29006 0.4916
H 2.37846 0.45610 -2.38080 0.4241

Here are the calculated frontier orbital gap numbers, same order: 8.75 9.10 9.17 (eV).